1.
{
  "formula": "CH2F3OPS",
  "method": "ωB97M-V with the def2-TZVPD basis set",
  "elements": ["C", "O", "F", "F", "F", "P", "S", "H", "H"],
  "positions_angstrom": [[0.14453, 1.49116, -0.29547], [-0.86447, -3.58039, -0.69352], [-0.03026, 2.03337, -1.48136], [1.48149, 1.50246, -0.04902], [-0.48242, 2.28903, 0.59140], [-0.27595, -0.53752, 0.20952], [0.18239, -2.68861, -0.10982], [1.02948, -0.56232, 0.71177], [-1.18479, 0.05282, 1.11651]],
  "lowdin_charge": [-0.72, -0.69, 0.12, 0.03, 0.07, 0.73, 0.56, -0.07, -0.04],
  "homo_lumo_gap_ev": [6.77, 6.78],
  "total_charge": 0,
  "energy_ha": -1153.56368,
  "de_lowest_kcal_mol": 77.4,
  "lumo_energy_ev": [-1.83, -1.84],
  "homo_ev": [-8.61, -8.62]
}

2.
{
  "formula": "C4H11N2O",
  "method": "ωB97M-V with the def2-TZVPD basis set",
  "elements": ["N", "C", "C", "O", "C", "C", "N", "H", "H", "H", "H", "H", "H", "H", "H", "H", "H", "H"],
  "positions_angstrom": [[0.30837, 1.01460, 1.05352], [0.69378, -0.34805, 0.72283], [2.20579, -0.55970, 0.86417], [2.83244, -1.33058, 0.20437], [0.20669, -0.80578, -0.66549], [-0.87341, 0.01708, -1.34611], [-1.96283, 0.46801, -0.37244], [0.94440, 1.67274, 0.60849], [0.22314, 1.21373, 2.04081], [0.27514, -1.02223, 1.47550], [2.65587, 0.08208, 1.65056], [-0.11562, -1.84437, -0.62369], [1.05578, -0.78185, -1.35265], [-1.38768, -0.55643, -2.11035], [-0.52620, 0.94812, -1.77928], [-1.42001, 0.76750, 0.46149], [-2.66395, -0.23398, -0.13572], [-2.45172, 1.29909, -0.69600]],
  "lowdin_charge": [0.03, -0.34, -0.22, 0.11, -0.12, -0.12, 0.17, 0.11, 0.11, 0.16, 0.14, 0.13, 0.13, 0.13, 0.13, 0.10, 0.17, 0.16],
  "homo_lumo_gap_ev": 9.98,
  "total_charge": 1,
  "energy_ha": -343.50568,
  "de_lowest_kcal_mol": 36.7,
  "lumo_energy_ev": -3.48,
  "smiles": "N[C@H](C=O)CC[NH3+]",
  "homo_ev": -13.46
}